Here is a structure of composition C14H12Cl3GeMnNO3 from the Open Molecules 2025 dataset. Energies are from the ωB97M-V functional and the def2-TZVPD basis.

The total energy comes out at -147747.2723 eV. The calculation puts the relative energy (zero: lowest compared OMol25 entry of this formula, charge and spin) at 0.0 kJ/mol. Its multiplicity is 5. The total charge is +1.

The geometry in XYZ format:
```
35
Properties=species:S:1:pos:R:3:forces:R:3:nbo_charge:R:1
Mn 0.15049 -1.51850 -0.05999 -0.47 -0.11 -0.06 1.385
O -1.01177 -3.00293 -3.46621 0.18 0.04 0.04 -0.510
C -0.39592 -2.59865 -2.52394 -0.27 -0.06 -0.07 0.738
O -0.94874 -2.22811 -1.37105 0.20 -0.01 0.13 -0.731
C 1.10606 -2.45541 -2.52173 0.09 -0.03 -0.13 0.097
C 1.90556 -2.81711 -3.58693 -0.10 0.05 0.15 -0.182
C 3.27575 -2.64065 -3.46241 0.02 -0.01 -0.01 -0.109
C 3.79657 -2.11448 -2.28936 -0.09 0.07 0.18 -0.222
C 2.93382 -1.77342 -1.26018 0.02 -0.08 -0.21 0.075
N 1.61309 -1.94543 -1.38744 0.18 0.05 -0.16 -0.558
H 1.44467 -3.22295 -4.47551 -0.03 -0.01 -0.01 0.269
H 3.93575 -2.91391 -4.27405 0.01 0.00 -0.01 0.246
H 4.85871 -1.96689 -2.16260 0.02 0.00 0.00 0.250
H 3.28097 -1.36502 -0.32139 0.04 0.00 0.00 0.231
Cl -2.03409 -0.86416 3.27390 -0.02 0.00 0.07 -0.358
Ge -1.05467 -2.26478 2.02150 0.14 0.19 -0.18 1.016
Cl -0.87937 -4.06388 3.10075 0.01 -0.04 0.03 -0.332
Cl 1.42754 -1.36608 1.79297 -0.03 -0.03 0.19 -0.411
C -2.11847 1.91863 -1.18687 -0.03 -0.10 0.07 -0.721
C -1.24458 1.40283 -0.08904 0.11 -0.08 -0.28 0.664
O -0.55989 0.38865 -0.31215 0.05 0.20 0.23 -0.721
C -1.18802 2.09701 1.19669 -0.05 0.01 0.05 -0.153
C -2.25720 2.89640 1.61444 0.07 -0.01 0.05 -0.154
C -2.21467 3.51106 2.85279 0.03 0.00 0.00 -0.212
C -1.09334 3.36314 3.65962 0.01 0.01 0.00 -0.144
C -0.01234 2.60027 3.23420 -0.03 0.00 0.00 -0.212
C -0.06161 1.95951 2.01130 -0.05 -0.02 0.02 -0.157
H -1.90636 1.38076 -2.10566 -0.01 0.01 -0.02 0.253
H -1.98821 2.99108 -1.32027 0.02 0.02 0.00 0.257
H -3.16354 1.75111 -0.91544 -0.02 -0.01 -0.02 0.261
H -3.13147 3.02267 0.99239 -0.02 -0.02 -0.05 0.223
H -3.05008 4.11091 3.18543 0.00 0.00 0.01 0.235
H -1.05521 3.85356 4.62302 -0.01 0.01 0.01 0.232
H 0.86404 2.50619 3.85929 0.03 0.00 0.02 0.232
H 0.77651 1.36856 1.67392 0.02 -0.04 -0.03 0.223
```
Positions in Å, forces in eV/Å.